Entry 1:
Computed, not measured: C56H48FeN3O3SSi2 as an isolated structure, with ωB97M-V/def2-TZVPD.

Geometry (Å):
Fe -0.143 -0.161 -0.206
S -0.826 2.223 -1.094
Si -1.014 -1.362 1.602
Si -0.778 -1.918 -1.601
O -0.723 0.929 -1.822
O 1.904 1.814 2.867
O 3.533 -0.070 1.634
N -1.169 1.092 1.235
N 1.696 0.059 -1.373
N 1.332 0.446 1.082
C 0.932 -2.156 -3.923
C -3.538 -4.582 0.770
C -3.230 -0.310 5.068
C -0.930 0.162 5.506
C 4.056 -0.393 -1.171
C -0.766 2.655 3.045
C 1.554 -2.767 1.867
C -0.253 -1.601 -3.438
C -4.728 -2.876 -2.654
C 0.739 -4.195 4.085
C -2.547 -2.401 1.092
C -5.363 -1.647 -2.688
C -0.226 -5.804 -3.009
C -1.832 2.685 -3.625
C -2.156 4.482 -2.063
C -4.770 -4.005 0.523
C -4.676 -0.516 -2.281
C -2.445 -3.786 1.060
C 4.217 -0.314 -2.536
C 0.448 -6.477 -2.003
C -0.603 -0.278 4.238
C -2.444 1.534 1.224
C 2.033 -4.337 3.614
C 2.619 0.040 0.832
C -0.700 -0.783 -5.668
C -2.604 3.353 -4.556
C -1.580 -0.710 3.340
C -3.411 -2.972 -2.240
C -0.595 -4.484 -2.836
C -1.604 3.252 -2.385
C 0.477 -1.344 -6.130
C -2.922 2.513 2.046
C -0.136 -3.336 3.450
C -3.354 -0.620 -1.890
C 0.736 -5.813 -0.825
C 0.821 3.002 -1.126
C 1.291 -2.039 -5.253
C -2.919 5.150 -3.003
C 0.364 -4.488 -0.664
C -4.897 -2.628 0.564
C 1.080 1.308 2.110
C 1.888 0.200 -2.680
C 0.257 -2.605 2.332
C -3.160 4.591 -4.256
C -2.066 3.088 3.012
C -3.794 -1.841 0.838
C -0.306 -3.794 -1.659
C -0.332 1.682 2.141
C -4.028 5.304 -5.246
C 3.104 0.030 -3.307
C 2.438 -3.622 2.503
C -2.900 -0.708 3.784
C 2.792 -0.175 -0.617
C -2.690 -1.842 -1.874
C -2.246 0.136 5.933
C -1.062 -0.917 -4.338
H -3.914 -0.770 0.843
H 1.243 2.957 -2.122
H 4.877 -0.589 -0.502
H -2.506 0.449 6.934
H -1.140 -3.223 3.832
H -1.418 1.713 -3.845
H 1.568 -2.709 -3.248
H -2.935 -3.938 -2.212
H -3.348 6.110 -2.756
H 5.177 -0.477 -3.003
H 0.416 -4.738 4.959
H -3.426 -5.655 0.737
H -5.626 -4.620 0.292
H -0.460 -6.301 -3.940
H 1.874 -2.205 1.000
H -2.433 3.836 3.698
H -5.065 5.301 -4.912
H 3.448 -3.715 2.135
H -2.001 -0.501 -4.004
H 2.202 -2.499 -5.608
H -5.256 -3.764 -2.963
H -3.950 2.832 1.967
H -5.856 -2.168 0.374
H 0.615 -3.986 0.252
H -1.994 4.904 -1.083
H -3.083 1.073 0.483
H -2.819 0.272 -1.606
H 0.695 4.026 -0.794
H -6.384 -1.569 -3.029
H 2.722 -4.997 4.118
H -2.788 2.902 -5.521
H -1.350 -0.254 -6.349
H 0.435 -0.299 3.942
H -3.686 -1.045 3.126
H -3.719 6.343 -5.348
H -5.168 0.446 -2.283
H -4.259 -0.356 5.396
H 1.258 -6.320 -0.029
H -0.041 3.037 3.748
H 3.177 0.154 -4.375
H 0.756 -7.502 -2.152
H -3.985 4.827 -6.222
H -1.093 -3.974 -3.648
H 1.444 2.459 -0.421
H 0.747 -1.246 -7.172
H -0.148 0.516 6.163
H 1.021 0.493 -3.250
H -1.502 -4.257 1.277

The multiplicity is 2. The value obtained for the orbital gap (spin up / spin down) is 0.243 / 0.259 Eh.

Entry 2:
Computed, not measured: a single CH3NO4S molecule, with ωB97M-V/def2-TZVPD.

Geometry (Å):
S -1.503 0.199 -0.054
O -0.665 -0.662 1.063
O -0.553 -0.769 -1.065
O -2.888 -0.045 0.082
O -1.038 1.522 -0.172
N 0.291 -0.947 0.005
C 1.341 -0.016 -0.003
H 1.109 0.991 -0.398
H 2.089 -0.455 -0.516
H 1.818 0.183 1.057

The value obtained for the orbital gap is 0.417 Eh. The SMILES is C[N+]12OS1(=O)([O-])O2.

Entry 3:
Computed, not measured: C31H34AsCl2N7O2Sn as an isolated structure, with ωB97M-V/def2-TZVPD.

Geometry (Å):
Sn 0.778 -0.019 -0.645
As -2.376 -1.595 -2.621
Cl 2.834 1.555 -4.270
Cl 3.728 -2.299 -0.638
O -2.119 -1.286 -1.056
O -0.970 2.644 1.556
N -0.272 -4.510 -0.049
N 2.003 0.110 1.603
N -0.405 -1.246 1.628
N -1.393 2.383 -1.017
N 2.194 -0.073 -1.923
N 2.126 0.366 3.792
N 0.549 -2.563 -0.686
C 1.366 -4.390 -3.785
C 1.293 -3.278 -2.970
C 3.212 0.684 1.891
C -0.979 -1.086 -3.883
C -1.558 3.621 -0.576
C 5.383 1.958 2.992
C 0.841 -5.625 -3.396
C -2.336 4.353 -2.708
C -2.769 -3.481 -2.939
C -0.002 -3.217 0.289
C 5.138 0.170 -4.105
C -2.130 3.061 -3.171
C 3.306 0.873 3.285
C 0.181 -4.695 -1.334
C 1.379 -0.053 2.731
C 3.381 -0.332 -2.448
C 4.401 1.505 3.855
C 4.266 -1.333 -1.966
C 4.218 1.117 1.040
C -1.204 3.844 0.871
C -2.046 4.642 -1.387
C 0.697 -3.439 -1.726
C -1.670 2.111 -2.279
C 0.230 -5.799 -2.169
C 3.889 0.375 -3.566
C -0.038 -0.533 2.829
C -4.034 -0.731 -3.206
C 5.969 -0.794 -3.557
C -0.233 -2.676 1.657
C 5.293 1.766 1.611
C 5.517 -1.556 -2.490
H 4.480 1.672 4.920
H -3.991 0.342 -3.019
H -0.151 -0.594 -3.369
H -0.170 -6.755 -1.864
H -2.024 4.382 1.367
H -1.872 -4.090 -2.825
H 1.849 0.365 4.759
H -2.322 2.802 -4.199
H -1.087 -3.210 2.114
H -0.169 -1.137 3.742
H 6.243 2.476 3.394
H -4.850 -1.150 -2.614
H -0.305 4.483 0.920
H 6.138 -2.328 -2.060
H 4.122 0.969 -0.020
H -1.521 1.077 -2.563
H 6.083 2.143 0.979
H -2.201 5.630 -0.981
H -1.397 -0.414 -4.631
H 0.663 -2.900 2.248
H -0.922 1.961 0.864
H -3.515 -3.805 -2.208
H 1.856 -4.314 -4.744
H 5.461 0.748 -4.958
H -0.706 -5.206 0.532
H -0.603 -1.982 -4.374
H -0.662 0.362 2.921
H 1.703 -2.325 -3.256
H 0.928 -6.469 -4.067
H 6.958 -0.954 -3.956
H -4.211 -0.919 -4.262
H -2.728 5.113 -3.366
H -1.330 -1.016 1.289
H -3.168 -3.606 -3.946

The value obtained for the orbital gap is 0.229 Eh.

Entry 4:
Computed, not measured: a single C14H15N3O2S molecule, with ωB97M-V/def2-TZVPD.

Geometry (Å):
S 0.366 -3.939 -0.856
O -3.380 -4.862 1.952
O 1.209 -1.769 0.933
N -1.539 -2.060 -0.170
N -1.713 -4.326 0.839
N -2.421 -1.708 0.642
C -4.407 -2.213 1.957
C 1.712 0.664 -1.714
C -2.691 -3.938 1.670
C 1.136 5.018 -0.860
C 1.014 -2.084 -1.184
C -0.966 -3.321 0.143
C 1.640 0.947 0.810
C 2.157 2.921 -0.570
C 2.231 4.384 -0.875
C 1.334 -1.380 -0.063
C 2.073 2.127 -1.563
C 2.167 2.219 0.553
C 1.571 0.145 -0.424
C -3.153 -2.621 1.338
H 0.466 4.590 -1.768
H 1.256 6.102 -1.073
H -4.351 -2.184 3.205
H 2.971 4.737 0.062
H -1.423 -5.077 1.007
H -4.632 -0.983 1.870
H 1.722 -2.250 -1.780
H 0.169 -1.635 -1.796
H 2.951 4.544 -1.689
H 2.196 2.348 -2.725
H 2.159 2.961 1.345
H 0.482 4.749 -0.080
H 1.601 0.079 -2.580
H -5.276 -2.804 1.693
H 1.370 0.621 1.753

The value obtained for the orbital gap is 0.293 Eh. The SMILES is CCc1ccc(C(=O)CSc2nnc(C)c(=O)[nH]2)cc1.

no.,calculated total energy (hartree)
1,-4793.611205
2,-793.633230
3,-5105.929084
4,-1254.989537